1.
A molecular structure, C71H62FN3O4P2STi in a non-equilibrium geometry. Source: the Open Molecules 2025 dataset; level of theory: wB97M-V/def2-TZVPD.

```
145
Properties=species:S:1:pos:R:3:mulliken_charge:R:1
Ti 0.07903 -0.55286 1.19262 0.93
O 0.16668 1.23886 1.90560 -0.51
S -0.81884 2.23343 2.55724 1.18
C -0.55999 3.73782 1.68017 0.56
C 0.29104 4.70390 2.16774 0.30
C 0.33020 6.00805 1.63553 -1.28
C -0.57096 6.33332 0.65764 -0.09
C -0.84968 7.64642 -0.04616 -0.82
C -2.04903 7.34695 -0.99161 -0.88
C -2.30691 5.86206 -0.82137 0.28
C -3.20125 5.01565 -1.41384 -1.38
C -3.15104 3.64306 -1.07947 0.31
C -2.29030 3.09938 -0.14227 -0.22
P -1.96010 1.26635 -0.16166 2.23
C -0.88622 1.36730 -1.66779 0.47
C -1.37522 1.70377 -2.92457 -0.26
C -0.51639 1.88400 -4.00149 -0.81
C 0.85586 1.74075 -3.83252 -1.00
C 1.36776 1.42389 -2.57899 -0.70
C 0.50412 1.24354 -1.50601 0.62
C -3.59796 0.53166 -0.50259 0.56
C -3.73452 -0.77730 -0.97679 -0.38
C -4.97607 -1.39968 -1.01967 -0.89
C -6.10469 -0.73547 -0.55923 -0.72
C -5.97874 0.54591 -0.04457 -0.86
C -4.73861 1.16978 -0.00794 -1.14
C -1.43724 3.99788 0.57324 -2.00
C -1.43807 5.33885 0.15443 1.09
C -0.20319 2.62017 4.17846 0.38
C -1.10682 3.50964 4.72927 -0.67
C -0.88388 4.18550 5.93475 -1.52
C 0.29213 3.93260 6.58122 0.36
C 0.83963 4.52872 7.85887 -0.79
C 2.16743 3.77360 8.10901 -0.81
C 2.30694 2.84610 6.92281 -0.27
C 3.27537 1.94994 6.61365 -1.30
C 3.09459 1.15057 5.46826 0.20
C 2.02233 1.23096 4.60213 -0.93
P 1.99320 -0.05191 3.28455 2.96
C 2.97117 0.74030 1.93151 0.24
C 3.47223 -0.04814 0.88785 -0.45
C 4.16364 0.52861 -0.17625 -1.03
C 4.35044 1.90267 -0.22434 -0.81
C 3.85162 2.69617 0.80455 -0.66
C 3.17268 2.11802 1.87061 -0.87
C 3.14584 -1.34198 3.86831 -0.12
C 4.52079 -1.34992 3.62258 -0.06
C 5.31312 -2.39781 4.07651 -0.81
C 4.74429 -3.44549 4.79014 -0.65
C 3.38067 -3.44429 5.04886 -0.75
C 2.58931 -2.40308 4.58091 -0.47
C 1.00420 2.22350 4.86973 -1.13
C 1.18924 2.97173 6.06295 1.34
H 0.92331 4.47394 3.01898 0.47
H 1.02630 6.73393 2.04158 0.55
H -1.07703 8.43649 0.66893 0.34
H 0.03019 7.97453 -0.60220 0.31
H -2.93194 7.92300 -0.71224 0.31
H -1.82688 7.59708 -2.02906 0.33
H -3.91468 5.36190 -2.15589 0.48
H -3.81826 2.98019 -1.61959 0.69
H -2.44362 1.81706 -3.07838 0.33
H -0.92251 2.14987 -4.97224 0.54
H 1.52933 1.89211 -4.67010 0.48
H 2.43614 1.32825 -2.42780 0.36
H 0.95243 1.01710 -0.53376 0.06
H -2.86858 -1.33267 -1.28405 0.44
H -5.05794 -2.41480 -1.39573 0.50
H -7.07206 -1.22092 -0.58163 0.43
H -6.84961 1.06617 0.33563 0.45
H -4.66558 2.16536 0.41215 0.48
H -2.02196 3.73214 4.18075 0.62
H -1.61770 4.89049 6.31350 0.47
H 0.99345 5.60289 7.74257 0.33
H 0.13503 4.40447 8.68214 0.35
H 3.01983 4.44638 8.19321 0.34
H 2.13130 3.19875 9.03575 0.28
H 4.15578 1.81439 7.23288 0.54
H 3.85077 0.40442 5.27620 0.60
H 3.40002 -1.12571 0.94316 0.86
H 4.58302 -0.10564 -0.95106 0.48
H 4.90147 2.35347 -1.04418 0.45
H 4.01390 3.76931 0.78866 0.51
H 2.81138 2.75117 2.67494 0.31
H 4.98520 -0.53254 3.08657 0.49
H 6.37896 -2.39435 3.87448 0.46
H 5.36494 -4.26174 5.14293 0.42
H 2.93419 -4.25730 5.61018 0.46
H 1.52254 -2.41114 4.77063 0.14
C -1.43015 -4.27785 1.48494 -1.60
C -1.46705 -3.12187 2.45058 0.59
C -1.96452 -1.87678 2.05905 -1.03
C -2.04737 -0.82718 2.97735 -0.08
C -1.62779 -1.00054 4.28851 -0.79
C -1.14935 -2.23881 4.68039 -0.93
C -1.06372 -3.28449 3.76847 -0.12
H -1.69374 -3.96226 0.47286 0.20
H -2.13848 -5.04891 1.79078 0.50
H -0.43953 -4.74266 1.46620 0.28
H -2.45165 -1.77791 1.09775 0.76
H -2.55420 0.08268 2.69014 1.02
H -1.71693 -0.19342 5.00489 0.55
H -0.85732 -2.39980 5.71253 0.41
H -0.69291 -4.25222 4.09315 0.51
C 0.56075 -6.70811 -3.40050 -1.04
C 1.67358 -5.67496 -3.32709 -0.95
N 1.22724 -4.40237 -2.69072 0.31
C 1.57365 -4.16106 -1.44170 -0.14
C 1.09963 -3.10546 -0.69881 -0.89
C 1.65126 -2.99856 0.67429 0.45
O 2.52247 -3.72645 1.06194 -0.72
O 1.11469 -2.02864 1.39500 0.60
C 0.15337 -2.22585 -1.23083 0.27
O -0.37970 -1.30339 -0.53239 -0.12
C -0.16862 -2.42680 -2.63291 0.29
C -0.99220 -1.54506 -3.33626 -0.03
C -1.22925 -1.71324 -4.65996 0.28
F -1.98361 -0.80623 -5.29602 -0.45
C -0.68401 -2.78439 -5.39565 -1.13
C 0.11110 -3.66972 -4.70706 -0.67
C 0.38962 -3.50592 -3.34363 0.00
N -0.91466 -2.98462 -6.77473 0.30
C -2.10759 -2.43877 -7.42133 -0.58
C -2.45454 -3.28331 -8.63248 -1.01
N -1.27128 -3.30625 -9.57997 -0.15
C -0.03229 -3.83186 -8.88635 -0.72
C 0.23971 -2.97273 -7.67010 -0.61
H 0.93346 -7.60831 -3.89312 0.40
H -0.30226 -6.34293 -3.96018 0.32
H 0.22700 -6.98636 -2.39794 0.34
H 2.08931 -5.44813 -4.30643 0.45
H 2.49369 -6.04525 -2.72135 0.44
H 2.27328 -4.84908 -0.97668 0.63
H -1.40818 -0.67954 -2.85126 0.37
H 0.50728 -4.51955 -5.24768 0.88
H -1.97006 -1.39363 -7.72655 0.45
H -2.95643 -2.47379 -6.74780 0.46
H -3.31217 -2.88643 -9.16892 0.44
H -2.64887 -4.31453 -8.34820 0.38
H -1.09133 -2.35903 -9.91344 0.39
H -1.48564 -3.86822 -10.40213 0.36
H 0.79220 -3.81308 -9.59310 0.40
H -0.24705 -4.85800 -8.60190 0.37
H 0.46669 -1.94650 -7.99442 0.22
H 1.12350 -3.35335 -7.16973 0.47
```

## Properties
Multiplicity: 2
Total energy, eV: -142521.91094
<S²>: 0.75
Orbital gap (spin up / spin down), eV: 6.551 / 6.411
Molecular weight, u: 1182.17
E_HOMO (spin up / spin down), eV: -13.26 / -13.25
Total charge: +3
ΔE to the lowest compared entry with this formula, charge and spin, kJ/mol: 41.3

2.
A molecular structure, N4O16PdS in a non-equilibrium geometry. Source: the Open Molecules 2025 dataset; level of theory: wB97M-V/def2-TZVPD.

```
22
Properties=species:S:1:pos:R:3:mulliken_charge:R:1
Pd -0.58958 -0.20317 0.44636 0.95
N -1.68217 2.36358 0.16174 1.26
O -1.84201 3.59497 -0.12638 -0.71
O -1.83660 1.88605 1.28688 -0.67
O -1.36215 1.63824 -0.77270 -0.65
N 1.56995 3.16388 -1.26169 1.02
O 0.93290 2.75279 -2.31680 -0.72
O 0.86440 3.96199 -0.86539 -0.58
O 2.69535 2.93045 -0.79540 -0.72
N -3.09625 -2.39136 0.28697 0.90
O -3.84611 -2.81688 1.11571 -0.58
O -2.37163 -1.36286 0.98378 -0.65
O -2.79779 -2.73235 -0.91942 -0.56
N 1.46774 0.57416 1.49107 1.61
O 2.42246 0.94954 2.04205 -0.70
O 1.30920 0.78256 0.21388 -0.52
O 0.47883 0.03679 2.09617 -0.77
S 1.53345 -2.94514 -0.56770 0.99
O 0.75404 -4.03494 0.12816 -0.78
O 0.82403 -1.74749 -0.99595 -0.51
O 2.84331 -2.59631 0.12384 -0.78
O 1.72863 -3.80453 -1.75516 -0.83
```

## Properties
Multiplicity: 3
Total energy, eV: -53008.88877
<S²>: 2.00
Orbital gap (spin up / spin down), eV: 4.411 / 4.364
Molecular weight, u: 450.50
E_HOMO (spin up / spin down), eV: 5.13 / 5.17
Total charge: -4